Entry 1:
Entry from the Open Molecules 2025 dataset: a 2-piece molecular cluster, CH2F3N3 overall in a non-equilibrium geometry (ωB97M-V with the def2-TZVPD basis set).

The orbital gap (spin up / spin down) comes out at 8.208 / 9.391 eV. The calculation puts the relative energy (zero: lowest compared OMol25 entry of this formula, charge and spin) at 1041.7 kJ/mol. The value obtained for the molar mass is 113.04 g/mol. As for the energy: -502.79855 Eh. For the HOMO energy (spin up / spin down), the calculation gives -9.05 / -10.48 eV. The calculation puts the LUMO energy (spin up / spin down) at -0.84 / -1.09 eV.

The geometry in ORCA input format:
```
! RIJCOSX wB97M-V def2-TZVPD def2/J DEFGRID3
* xyz 0 1
C 0.004 0.524 -0.236
N 0.168 1.614 0.296
N -0.300 -1.281 1.318
N -0.414 0.094 -1.381
F 0.546 -0.839 2.372
F -0.309 -1.176 -1.876
F -0.449 0.990 -2.511
H 0.456 1.970 1.128
H 0.297 -1.896 0.888
*
```

=====

Entry 2:
Entry from the Open Molecules 2025 dataset: a 2-piece molecular cluster, CH2F3OP overall in a non-equilibrium geometry (ωB97M-V with the def2-TZVPD basis set).

The orbital gap (spin up / spin down) comes out at 7.211 / 9.397 eV. The calculation puts the relative energy (zero: lowest compared OMol25 entry of this formula, charge and spin) at 411.2 kJ/mol. The value obtained for the molar mass is 117.99 g/mol. As for the energy: -755.36745 Eh. For the HOMO energy (spin up / spin down), the calculation gives -8.97 / -9.46 eV. The calculation puts the LUMO energy (spin up / spin down) at -1.76 / -0.07 eV.

The geometry in ORCA input format:
```
! RIJCOSX wB97M-V def2-TZVPD def2/J DEFGRID3
* xyz 0 1
C -0.545 -1.031 0.579
O -0.797 0.772 -0.845
F -0.714 -2.240 -0.038
F -1.280 -0.927 1.664
F 0.715 -0.814 0.760
P 0.499 1.471 -1.136
H 1.437 0.452 -0.885
H 0.685 2.317 -0.100
*
```